# 1
The following is a quantum chemistry calculation of a structure of composition C18H12BrF3N8O3Pd, from the Open Molecules 2025 dataset.

The total energy comes out at -118597.370 eV. The LUMO energy is 3.6562 eV. Its relative energy (zero: lowest compared OMol25 entry of this formula, charge and spin) is 6.7 kcal per mole.

The geometry in ORCA input format:
```
! RIJCOSX wB97M-V def2-TZVPD def2/J DEFGRID3
* xyz -2 1
Pd -2.277 2.527 1.122
Br 1.340 -8.580 -1.453
F -0.737 5.908 4.982
F 0.291 4.011 4.965
F -1.435 4.286 6.234
O -3.009 4.642 3.911
O -1.403 3.260 3.092
O -2.339 -0.692 0.579
N -2.623 4.249 -1.557
N -0.287 1.077 1.121
N -3.497 2.579 -0.612
N -1.834 4.961 -2.461
N 3.026 -2.767 -2.105
N 2.621 -1.715 -1.472
N -3.144 4.825 -0.510
N -2.773 2.958 -1.676
C 1.194 -0.324 -0.177
C 2.560 -4.929 -3.020
C -1.907 4.104 3.863
C 2.266 0.507 0.187
C 0.205 -2.214 -1.412
C 2.470 -4.028 -1.945
C -3.652 3.739 0.159
C 2.036 1.587 1.002
C -1.255 -0.860 0.044
C 0.737 1.844 1.452
C -0.935 4.568 5.006
C 1.797 -6.736 -1.655
C -1.024 -1.918 -0.936
C 1.700 -5.879 -0.566
C -0.070 0.006 0.339
C 2.022 -4.545 -0.710
C 1.381 -1.498 -1.025
C 2.223 -6.265 -2.883
H -0.887 4.944 -2.084
H 2.917 -4.550 -3.969
H 0.507 2.680 2.101
H 3.253 0.268 -0.184
H 1.367 -6.257 0.392
H 1.929 -3.882 0.140
H 0.302 -3.000 -2.149
H 2.294 -6.937 -3.729
H 2.844 2.243 1.302
H -1.825 4.380 -3.294
H -1.903 -2.457 -1.266
H -4.466 3.878 0.858
*
```

Okay, here come the natural (NBO) numbers, in e, for every atom: Pd 0.325; Br -0.024; F -0.348; F -0.340; F -0.348; O -0.692; O -0.755; O -0.562; N 0.141; N -0.436; N -0.354; N -0.623; N -0.366; N -0.147; N -0.322; N -0.149; C -0.070; C -0.208; C 0.692; C -0.166; C -0.170; C 0.112; C -0.027; C -0.263; C 0.459; C 0.020; C 0.864; C -0.142; C -0.318; C -0.223; C 0.137; C -0.258; C -0.042; C -0.253; H 0.357; H 0.205; H 0.233; H 0.226; H 0.213; H 0.227; H 0.212; H 0.208; H 0.200; H 0.362; H 0.207; H 0.205

---

# 2
The following is a quantum chemistry calculation of a structure of composition C41H67BrIrNO2PS2Si4Te, from the Open Molecules 2025 dataset.

The total energy comes out at -191840.174 eV. The LUMO energy (alpha / beta) is 4.0413 / 3.8100 eV. Its relative energy (zero: lowest compared OMol25 entry of this formula, charge and spin) is 40.0 kcal per mole. The expectation value of S² is 1.150.

The geometry in ORCA input format:
```
! RIJCOSX wB97M-V def2-TZVPD def2/J DEFGRID3
* xyz -2 2
Ir 0.092 -0.103 0.385
Te 1.145 2.302 0.754
Br 0.124 1.060 -2.883
S 0.737 -0.738 2.786
S 3.340 2.375 0.103
P 2.745 -0.787 2.358
Si -0.030 5.275 0.039
Si -1.368 5.573 1.910
Si -1.140 5.605 -1.972
Si 2.033 6.340 0.161
O 3.316 0.026 3.688
O 3.269 -2.278 2.944
N -0.144 -2.107 -0.352
C -0.142 4.983 -3.441
C -1.198 -2.988 0.182
C -2.792 4.698 -1.993
C 2.435 -4.525 2.978
C -1.542 7.420 -2.366
C 3.100 -2.159 -2.131
C 2.671 -5.924 -1.932
C -0.706 -3.911 1.322
C 3.363 -3.528 -2.257
C 2.432 -4.438 -1.786
C -1.631 0.872 -0.190
C -2.298 -2.110 0.799
C -1.856 -4.776 1.855
C 0.962 -2.626 -0.985
C -2.337 0.646 -1.419
C -4.484 0.709 -0.231
C -2.942 -3.877 2.450
C -3.819 1.066 0.908
C -2.415 1.131 0.924
C -4.426 0.103 -2.614
C -3.013 -4.676 -0.368
C -1.712 0.602 -2.696
C -1.880 -3.814 -0.937
C 1.890 8.235 0.107
C -2.373 0.280 -3.844
C -3.458 -2.941 1.356
C -2.945 4.543 1.848
C -3.761 0.488 -1.424
C 4.718 0.141 3.857
C -4.088 -3.772 0.237
C 3.119 -3.445 2.158
C -3.752 -0.016 -3.791
C -1.947 7.361 2.182
C 1.927 -1.739 -1.536
C -2.447 -5.611 0.710
C 4.070 -1.132 -2.658
C -0.460 5.085 3.486
C 2.970 5.931 1.738
C 1.264 -4.003 -1.169
C 5.133 1.601 3.866
C 3.127 5.860 -1.289
H -2.646 3.636 -1.761
H -1.122 5.107 4.358
H -2.068 7.521 -3.322
H 4.113 -3.791 1.850
H -1.159 -4.450 -1.444
H -2.713 3.487 1.672
H -3.234 -6.273 1.092
H -4.208 -2.261 1.774
H 4.973 -0.333 4.809
H -0.690 5.104 -4.382
H 5.248 -0.402 3.065
H -0.310 -3.271 2.114
H 1.728 -0.675 -1.492
H -5.565 0.622 -0.243
H 0.596 -4.774 -0.824
H 0.090 3.921 -3.318
H 1.435 -4.195 3.263
H 3.003 -4.720 3.891
H 4.099 6.363 -1.238
H 2.787 -6.406 -0.956
H -3.278 4.764 -2.973
H 4.552 2.146 4.612
H 3.157 4.851 1.770
H 2.547 -3.246 1.246
H -3.763 -4.488 2.849
H 0.384 5.754 3.681
H 2.879 8.706 0.111
H -0.053 4.072 3.391
H -3.479 5.106 -1.245
H -3.600 4.869 1.033
H -4.915 -4.375 0.633
H -2.542 7.459 3.097
H 4.280 -3.871 -2.730
H 1.831 -6.404 -2.441
H 2.407 6.204 2.637
H 3.577 -6.115 -2.512
H 2.359 -5.452 2.399
H -1.855 -1.515 1.601
H -1.471 -5.449 2.631
H 4.946 2.046 2.889
H -4.490 -3.108 -0.536
H -3.508 4.616 2.784
H -2.168 7.861 -1.583
H 3.575 -0.467 -3.371
H 0.104 -4.557 0.993
H 1.363 8.556 -0.798
H 6.198 1.688 4.106
H -2.559 7.701 1.339
H -4.380 1.290 1.810
H -2.522 -3.291 3.274
H 4.920 -1.610 -3.152
H 2.661 6.108 -2.250
H -1.921 1.413 1.849
H 3.300 4.780 -1.262
H 3.938 6.442 1.768
H -3.452 -5.275 -1.174
H -1.831 0.246 -4.779
H 4.440 -0.502 -1.846
H -5.489 -0.109 -2.565
H -1.091 8.040 2.257
H -2.271 -3.109 -1.680
H 0.809 5.519 -3.528
H -2.671 -1.423 0.037
H 1.326 8.612 0.967
H -0.622 8.013 -2.420
H -4.274 -0.314 -4.693
H -1.666 -6.243 0.273
*
```

Mulliken population analysis, charges in e, atoms 1 to 99: Ir 0.573; Te 0.559; Br -0.028; S -0.512; S -0.739; P 0.129; Si -0.181; Si 0.397; Si 0.372; Si 0.481; O -0.186; O -0.393; N -0.334; C -0.764; C 2.380; C -0.701; C -1.290; C -1.138; C 0.063; C -1.819; C -0.949; C -1.093; C 0.071; C 0.929; C -1.502; C 0.103; C -0.117; C 0.188; C -1.023; C -1.679; C -0.904; C -1.203; C -1.063; C 0.333; C 0.506; C -1.029; C -1.136; C -0.728; C 0.349; C -0.425; C 1.102; C -0.270; C -1.613; C 0.656; C -0.773; C -1.160; C 0.013; C -1.357; C -1.512; C -1.037; C -0.691; C 0.073; C -0.982; C -0.803; H -0.070; H 0.372; H 0.355; H 0.223; H 0.716; H -0.383; H 0.571; H 0.411; H 0.267; H 0.370; H 0.334; H 0.154; H 0.330; H 0.322; H 0.792; H -0.039; H 0.227; H 0.413; H 0.366; H 0.285; H 0.416; H 0.227; H 0.020; H -0.457; H 0.613; H 0.253; H 0.365; H 0.244; H 0.285; H 0.318; H 0.590; H 0.338; H 0.184; H 0.335; H 0.228; H 0.374; H 0.311; H 0.499; H 0.252; H 0.147; H 0.467; H 0.495; H 0.255; H 0.268; H 0.286

---

# 3
The following is a quantum chemistry calculation of a structure of composition C22H25BN5O8Sn, from the Open Molecules 2025 dataset.

The total energy comes out at -53557.141 eV. The LUMO energy is -3.1389 eV. Its relative energy (zero: lowest compared OMol25 entry of this formula, charge and spin) is 12.0 kcal per mole.

The geometry in ORCA input format:
```
! RIJCOSX wB97M-V def2-TZVPD def2/J DEFGRID3
* xyz 1 1
Sn -0.366 1.815 -1.066
O -0.466 -1.334 -1.483
O 5.018 2.484 2.795
O -0.256 -0.818 0.751
O -0.514 2.402 0.906
O -1.355 0.414 -4.726
O -0.316 1.509 -3.074
O 0.505 2.468 2.893
O 3.036 2.481 3.799
N -2.569 1.805 -1.610
N 3.051 2.006 -0.783
N -1.288 3.874 -3.686
N 1.784 2.076 -0.358
N -0.339 4.041 -1.546
C -0.452 -2.515 -0.735
C -0.854 6.040 -2.784
C 0.528 2.346 1.688
C 0.974 -5.481 3.045
C -0.813 4.640 -2.666
C -1.527 -5.402 3.206
C -0.368 6.830 -1.784
C -0.324 -2.208 0.602
C -0.419 -6.998 1.655
C 0.163 6.224 -0.642
C 1.838 2.220 0.963
C 0.148 4.865 -0.568
C -0.539 -3.812 -1.168
C -0.338 -5.595 2.254
C 3.821 2.417 2.738
C -0.497 -4.796 -0.178
C -0.286 -3.163 1.583
C -2.688 1.045 -2.879
C 3.911 2.112 0.241
C -0.374 -4.503 1.182
C 3.169 2.251 1.397
C -1.370 0.931 -3.649
B -0.340 -0.346 -0.535
H 2.081 2.429 3.561
H 1.836 -5.588 2.384
H -1.254 6.465 -3.694
H -1.350 -7.153 1.107
H 1.024 -6.270 3.798
H -3.028 0.032 -2.672
H -2.472 -5.459 2.662
H -0.192 -2.878 2.622
H 0.510 4.389 0.314
H -1.487 -4.438 3.716
H 3.257 1.871 -1.761
H 0.563 6.800 0.178
H -0.386 -7.732 2.461
H 0.420 -7.203 0.987
H 4.981 2.077 0.119
H -0.382 7.907 -1.883
H -0.561 -5.827 -0.494
H -0.633 -4.059 -2.216
H -0.794 3.003 -3.828
H 1.057 -4.523 3.561
H -1.525 -6.183 3.968
H -3.412 1.507 -3.546
H -2.906 2.760 -1.711
H -3.125 1.374 -0.878
H -1.509 4.373 -4.533
*
```

Okay, here come the natural (NBO) numbers, in e, for every atom: Sn 1.926; O -0.658; O -0.552; O -0.642; O -0.800; O -0.536; O -0.869; O -0.575; O -0.651; N -0.844; N -0.292; N -0.811; N -0.351; N -0.602; C 0.249; C -0.282; C 0.786; C -0.596; C 0.428; C -0.596; C -0.091; C 0.206; C -0.609; C -0.269; C 0.057; C 0.081; C -0.247; C -0.081; C 0.779; C -0.204; C -0.237; C -0.365; C 0.072; C 0.028; C -0.229; C 0.775; B 0.631; H 0.510; H 0.214; H 0.236; H 0.212; H 0.217; H 0.255; H 0.213; H 0.236; H 0.215; H 0.205; H 0.440; H 0.249; H 0.222; H 0.213; H 0.269; H 0.243; H 0.229; H 0.239; H 0.429; H 0.205; H 0.217; H 0.252; H 0.421; H 0.425; H 0.405

---

# 4
The following is a quantum chemistry calculation of a structure of composition C21H49BrFNO9S2Si2, from the Open Molecules 2025 dataset.

The total energy comes out at -152676.360 eV. The LUMO energy is 0.4625 eV.

The geometry in ORCA input format:
```
! RIJCOSX wB97M-V def2-TZVPD def2/J DEFGRID3
* xyz 0 1
Br -5.937 -1.789 1.986
S 6.979 -0.111 -0.479
S -5.247 3.933 -0.335
Si -2.128 -0.571 -0.908
Si -2.760 -1.461 1.718
F -1.159 -4.423 3.425
O 6.069 0.845 -1.033
O 8.261 -0.202 -1.430
O -0.231 -2.498 3.191
O -3.295 -0.798 0.285
O -4.338 3.842 0.765
O 3.700 -2.636 0.909
O -4.781 3.837 -1.684
O -6.110 5.265 -0.176
O 7.416 -0.009 0.878
N -2.213 -2.944 -2.354
C -0.571 1.873 -0.841
C -1.789 -3.084 1.523
C 2.458 -2.129 0.415
C 2.521 -1.801 -1.077
C 0.708 1.433 -1.621
C -2.623 -1.521 -2.478
C -3.475 -1.629 5.336
C -4.154 -0.943 4.147
C 2.633 -0.301 -1.417
C -5.409 6.517 -0.062
C -6.561 2.783 -0.109
C 8.983 1.010 -1.708
C -1.866 1.234 -1.385
C 9.792 1.491 -0.518
C -1.285 -3.388 -3.401
C 1.588 0.568 -0.694
C 6.367 -1.735 -0.758
C -4.209 -1.855 2.899
C -0.975 -3.256 2.778
C 3.472 -3.646 1.877
C -4.801 6.965 -1.378
H -1.330 -2.792 -4.322
H 2.102 1.196 0.036
H -4.061 -2.481 5.685
H -4.360 7.957 -1.275
H -2.465 -1.987 5.114
H 10.397 2.356 -0.794
H -1.970 -0.433 2.424
H -4.074 -2.871 3.273
H -5.560 6.990 -2.161
H -6.943 2.871 0.904
H -3.691 -1.416 -2.692
H -6.147 1.789 -0.271
H 8.295 1.783 -2.058
H -3.038 -3.522 -2.448
H -2.428 -3.961 1.407
H -3.363 -0.897 6.135
H 2.153 -1.298 1.058
H 1.297 2.320 -1.860
H 9.146 1.783 0.308
H 1.701 -2.915 0.543
H 0.454 0.931 -2.558
H 3.202 -4.566 1.343
H -0.838 -1.158 -0.482
H 2.596 -0.190 -2.504
H -2.707 1.847 -1.041
H 5.508 -1.876 -0.101
H -1.063 -3.087 0.709
H -0.247 -3.381 -3.060
H 6.065 -1.830 -1.798
H -1.857 1.307 -2.477
H 3.371 -2.350 -1.492
H 9.655 0.778 -2.534
H 4.356 -3.769 2.499
H 3.639 0.022 -1.138
H 10.447 0.699 -0.155
H -7.338 2.987 -0.841
H 1.629 -2.187 -1.580
H -2.072 -1.046 -3.297
H -5.173 -0.692 4.444
H -0.398 1.636 0.212
H -1.564 -4.404 -3.685
H 2.629 -3.416 2.538
H 7.146 -2.452 -0.509
H -6.148 7.247 0.263
H 0.914 -0.057 -0.109
H -3.607 -0.022 3.943
H -4.019 6.282 -1.706
H -4.652 6.450 0.722
H -0.620 2.963 -0.896
*
```

Okay, here come the Mulliken numbers, in e, for every atom: Br -0.183; S 1.234; S 1.292; Si 0.089; Si 0.093; F -0.340; O -0.677; O -0.279; O -0.403; O 0.027; O -0.651; O -0.338; O -0.606; O -0.303; O -0.651; N -0.203; C -1.024; C -0.290; C -0.259; C -0.305; C -0.846; C -0.756; C -1.183; C -0.364; C -0.200; C -0.316; C -0.944; C -0.344; C -0.351; C -0.986; C -0.864; C 0.021; C -0.595; C -0.365; C 0.282; C -0.755; C -0.989; H 0.308; H 0.387; H 0.348; H 0.384; H 0.202; H 0.387; H -0.159; H 0.501; H 0.260; H 0.318; H 0.439; H 0.319; H 0.318; H 0.256; H 0.485; H 0.387; H 0.342; H 0.378; H 0.306; H 0.306; H 0.506; H 0.340; H -0.202; H 0.511; H -0.031; H -0.008; H 0.352; H 0.145; H 0.312; H 0.491; H 0.459; H 0.275; H 0.276; H -0.178; H 0.262; H 0.344; H -0.370; H 0.251; H 0.459; H 0.402; H 0.374; H 0.230; H 0.469; H 0.281; H -0.332; H 0.199; H 0.302; H 0.312; H 0.433